Entry 1:
# C14H15N5O4S

The molecule C14H15N5O4S in a non-equilibrium geometry (ωB97M-V/def2-TZVPD, the Open Molecules 2025 dataset).

Calculated values
- F_max: 1.55 eV Å⁻¹
- Multiplicity: 1
- SMILES string: NC(=O)c1c(NC(=O)Cn2cc([N+](=O)[O-])cn2)sc2c1CCCC2
- Relative energy (zero: lowest compared OMol25 entry of this formula, charge and spin): 1.176 eV
- HOMO: -8.337 eV
- Net charge: 0
- E_LUMO: 0.1 eV
- Gap between HOMO and LUMO: 0.310 hartree

Last column: Löwdin charge in e.
Cartesian coordinates (Å):
N -1.21653 2.97188 3.95164  0.190
C -1.24448 2.16152 2.87388  -0.463
O -2.17555 1.36599 2.73159  0.023
C -0.14259 2.24926 1.90905  -0.113
C -0.03040 1.26880 0.93945  -0.430
N -0.91647 0.23129 0.77779  0.104
C -0.75729 -0.70970 -0.17433  -0.450
O 0.17454 -0.72269 -0.94971  0.017
C -1.88617 -1.74918 -0.19902  -0.019
N -1.50453 -2.88422 -0.98358  -0.151
C -1.17322 -2.90276 -2.27736  0.039
C -0.79945 -4.21193 -2.55550  -0.142
N -0.38819 -4.73726 -3.79672  -0.379
O -0.06470 -5.90816 -3.83170  0.081
O -0.39216 -3.98748 -4.75375  0.079
C -0.94016 -4.90064 -1.33150  -0.055
N -1.36216 -4.07800 -0.40276  0.097
S 1.34529 1.44687 -0.07230  1.189
C 1.78154 2.89851 0.78461  -0.464
C 0.91720 3.20872 1.78757  -0.208
C 1.09803 4.45761 2.60237  -0.158
C 2.06649 5.42361 1.91702  -0.190
C 3.33171 4.69164 1.48376  -0.194
C 2.98515 3.68382 0.38937  -0.204
H -0.42363 3.53894 4.18324  0.077
H -1.95660 2.86413 4.62590  0.119
H -1.70264 0.29850 1.44624  0.125
H -2.10078 -2.10464 0.81080  0.140
H -2.78246 -1.27645 -0.61557  0.145
H -1.20084 -2.04096 -2.91084  0.143
H -0.75220 -5.93461 -1.12864  0.117
H 0.13535 4.95676 2.73828  0.116
H 1.50317 4.19789 3.58781  0.121
H 2.31240 6.23620 2.60268  0.111
H 1.58524 5.85679 1.03836  0.122
H 4.07333 5.40009 1.11319  0.111
H 3.76038 4.16970 2.34147  0.120
H 3.82434 3.01033 0.20356  0.113
H 2.78049 4.21154 -0.54783  0.120

***

Entry 2:
# C14H15NNiO4

A structure of composition C14H15NNiO4 in a non-equilibrium geometry (ωB97M-V/def2-TZVPD, the Open Molecules 2025 dataset).

Calculated values
- F_max: 2.39 eV Å⁻¹
- Multiplicity: 3
- HOMO (spin up / spin down): -15.919 / -15.919 eV
- Net charge: +2
- E_LUMO (spin up / spin down): -8.4 / -10.8 eV
- Gap between HOMO and LUMO (spin up / spin down): 0.278 / 0.190 hartree

Last column: Löwdin charge in e.
Cartesian coordinates (Å):
C -1.10876 5.36021 -0.31787  -0.019
C -1.19522 4.60825 -1.71066  -0.145
C -1.27234 3.14727 -1.36954  -0.083
C -2.53170 2.42798 -1.24652  0.074
C -2.58170 1.10218 -0.89393  0.068
C -1.33247 0.47128 -0.65680  0.047
C -0.07502 1.15791 -0.79995  -0.022
C -0.00657 2.46818 -1.13667  0.112
C 1.01828 0.12820 -0.50656  -0.329
O 2.16710 0.44881 -0.44457  0.200
N 0.40458 -1.15086 -0.39101  0.067
C 1.05515 -1.97918 0.65825  -0.079
C 0.91226 -3.49724 0.28942  -0.170
C 2.14541 -4.23721 0.93990  -0.064
C 2.36639 -3.77597 2.39311  -0.516
O 3.44859 -3.39806 2.74855  0.154
O 1.30012 -3.76992 3.24852  0.098
C -0.99264 -0.96055 -0.22678  -0.321
O -1.76239 -1.77226 0.21104  0.161
H -2.11027 5.29563 0.13772  0.093
H -0.76142 6.39342 -0.42941  0.101
H -0.43425 4.78520 0.34206  0.087
H -0.25796 4.76228 -2.27581  0.136
H -2.04980 4.92609 -2.32268  0.132
H -3.45494 2.99055 -1.42438  0.151
H -3.51450 0.54721 -0.77870  0.149
H 0.97749 2.93945 -1.20998  0.165
H 0.62357 -1.78575 1.65139  0.156
H 2.13782 -1.78083 0.63114  0.147
H 0.97527 -3.61219 -0.81243  0.131
H -0.02845 -3.91706 0.74488  0.091
H 3.02411 -3.89075 0.37396  0.141
H 2.05378 -5.33063 0.85584  0.131
H 1.67493 -3.94720 4.12793  0.145
Ni -0.81447 -5.15444 -0.39947  0.813

***

Entry 3:
# C14H16

A cluster of 2 separate species, C14H16 in total in a non-equilibrium geometry (ωB97M-V/def2-TZVPD, the Open Molecules 2025 dataset).

Calculated values
- F_max: 4.42 eV Å⁻¹
- Multiplicity: 2
- Relative energy (zero: lowest compared OMol25 entry of this formula, charge and spin): 2.641 eV
- HOMO (spin up / spin down): 1.122 / -4.860 eV
- Net charge: -1
- E_LUMO (spin up / spin down): 3.4 / 3.3 eV
- Gap between HOMO and LUMO (spin up / spin down): 0.084 / 0.299 hartree

Last column: Löwdin charge in e.
Cartesian coordinates (Å):
C -2.11228 -1.66329 2.68637  -0.090
C -3.04709 -2.44250 0.51280  -0.107
C -1.89856 -2.01596 1.21064  -0.299
C -3.00610 -2.73452 -0.84802  -0.094
C -1.77178 -2.39707 -1.57666  -0.107
C -0.72867 -1.82294 0.47939  -0.072
C -0.62813 -2.09380 -0.90268  -0.121
H -4.10030 -2.64440 0.93502  0.121
H -3.81181 -3.19722 -1.38861  0.074
H -3.07229 -1.44162 3.01181  0.029
H -1.67526 -0.73571 3.00543  0.059
H -1.74498 -2.68525 -2.59643  0.068
H 0.28367 -1.32889 0.90556  0.134
H 0.23616 -1.94929 -1.39545  0.055
H -1.79770 -2.70680 3.00727  0.103
C 2.62923 2.26103 -2.57059  -0.139
C 0.42494 1.56457 0.43952  -0.209
C 0.85497 1.63231 -0.86092  -0.124
C 1.23391 1.81353 1.51506  -0.206
C 2.12848 2.17783 -1.18618  -0.342
C 2.40731 2.53448 1.26585  -0.168
C 2.86814 2.63707 -0.10320  -0.127
H -0.64936 1.29951 0.67504  0.098
H 0.19330 1.25146 -1.71713  0.099
H 0.98025 1.45244 2.49480  0.054
H 3.27058 2.74774 1.93645  0.075
H 2.08593 2.88543 -3.26572  0.051
H 3.15926 1.49636 -3.01512  0.035
H 3.89348 3.01403 -0.12922  0.076
H 3.39468 3.09144 -2.52510  0.071

***

Entry 4:
# C14H16

A cluster of 2 separate species, C14H16 in total in a non-equilibrium geometry (ωB97M-V/def2-TZVPD, the Open Molecules 2025 dataset).

Calculated values
- F_max: 1.24 eV Å⁻¹
- Multiplicity: 1
- SMILES string: Cc1ccccc1.Cc1ccccc1
- Relative energy (zero: lowest compared OMol25 entry of this formula, charge and spin): 0.468 eV
- HOMO: -9.068 eV
- Net charge: 0
- E_LUMO: 0.9 eV
- Gap between HOMO and LUMO: 0.366 hartree

Last column: Löwdin charge in e.
Cartesian coordinates (Å):
C 1.90386 -1.11130 -4.62709  -0.054
C 1.69635 -1.63384 -3.22739  -0.276
C 0.89949 -0.98248 -2.29884  -0.058
C 0.74938 -1.47106 -1.00300  -0.090
C 1.42705 -2.61231 -0.60548  -0.093
C 2.22873 -3.25718 -1.53691  -0.098
C 2.33919 -2.81117 -2.83594  -0.057
H 2.20902 -0.06684 -4.70012  0.079
H 0.98778 -1.19724 -5.19870  0.075
H 2.66412 -1.70312 -5.13728  0.071
H 0.43557 -0.04316 -2.55636  0.107
H -0.03259 -0.97992 -0.44465  0.086
H 1.44490 -2.87946 0.44122  0.100
H 2.69233 -4.18097 -1.21774  0.101
H 2.94378 -3.39408 -3.51694  0.107
C -2.77348 1.55662 0.31900  -0.049
C -2.02980 1.80182 1.61592  -0.283
C -2.73594 2.27548 2.72298  -0.059
C -2.09034 2.49133 3.91847  -0.091
C -0.70688 2.29175 4.01708  -0.102
C -0.03237 1.76316 2.94644  -0.089
C -0.67316 1.59622 1.71022  -0.057
H -3.08131 2.44790 -0.23485  0.083
H -3.64016 0.93807 0.53870  0.078
H -2.14867 0.99536 -0.36378  0.057
H -3.80478 2.41327 2.67998  0.109
H -2.55728 2.85831 4.82206  0.099
H -0.25339 2.62478 4.94503  0.101
H 1.00068 1.44776 3.02447  0.101
H -0.06332 1.38734 0.83982  0.103

***

Entry 5:
# C14H16

A cluster of 2 separate species, C14H16 in total in a non-equilibrium geometry (ωB97M-V/def2-TZVPD, the Open Molecules 2025 dataset).

Calculated values
- F_max: 4.79 eV Å⁻¹
- Multiplicity: 1
- SMILES string: Cc1ccccc1.Cc1ccccc1
- Relative energy (zero: lowest compared OMol25 entry of this formula, charge and spin): 2.143 eV
- HOMO: -8.715 eV
- Net charge: 0
- E_LUMO: 0.9 eV
- Gap between HOMO and LUMO: 0.355 hartree

Last column: Löwdin charge in e.
Cartesian coordinates (Å):
C 0.85674 2.53944 -0.76428  -0.073
C 1.73066 1.58079 -0.07696  -0.271
C 1.63923 1.10736 1.25461  -0.040
C 2.32030 -0.10010 1.62649  -0.100
C 3.13523 -0.70654 0.72142  -0.134
C 3.42933 -0.07316 -0.46437  -0.120
C 2.74141 1.00495 -0.93742  -0.053
H 1.43625 3.51499 -0.66474  0.115
H -0.20001 2.58748 -0.46420  0.056
H 0.77466 2.42677 -1.78933  0.046
H 0.87752 1.51962 1.95949  0.114
H 2.23024 -0.34806 2.76398  0.135
H 3.59882 -1.68572 0.88542  0.106
H 4.17643 -0.43764 -1.18628  0.111
H 3.11169 1.49702 -1.77882  0.091
C -2.51751 1.14598 -0.35552  -0.114
C -2.23395 -0.26993 -0.24810  -0.308
C -2.97285 -0.96537 0.77653  -0.062
C -2.73156 -2.30715 0.98913  -0.098
C -1.65812 -2.98764 0.32459  -0.101
C -0.95217 -2.28615 -0.62471  -0.097
C -1.26024 -0.92240 -0.99318  -0.031
H -3.55113 1.45421 -0.49904  0.068
H -2.14857 1.77669 -1.28206  0.113
H -2.23821 1.72924 0.55462  0.092
H -3.76134 -0.45117 1.34625  0.115
H -3.57766 -2.92325 1.53854  0.136
H -1.39621 -3.99894 0.46715  0.080
H -0.23300 -2.85129 -1.21288  0.096
H -0.62597 -0.57004 -1.86631  0.129

***

Entry 6:
# C14H16

A cluster of 2 separate species, C14H16 in total in a non-equilibrium geometry (ωB97M-V/def2-TZVPD, the Open Molecules 2025 dataset).

Calculated values
- F_max: 2.37 eV Å⁻¹
- Multiplicity: 1
- SMILES string: Cc1ccccc1.Cc1ccccc1
- Relative energy (zero: lowest compared OMol25 entry of this formula, charge and spin): 1.045 eV
- HOMO: -8.942 eV
- Net charge: 0
- E_LUMO: 0.9 eV
- Gap between HOMO and LUMO: 0.361 hartree

Last column: Löwdin charge in e.
Cartesian coordinates (Å):
C 3.81455 -0.13124 -0.40646  -0.072
C 2.62440 0.29026 -1.16185  -0.290
C 1.66528 -0.56125 -1.67613  -0.064
C 0.71148 -0.15015 -2.62372  -0.093
C 0.57594 1.18986 -2.89343  -0.100
C 1.52119 2.08792 -2.38890  -0.090
C 2.56182 1.63806 -1.61838  -0.055
H 4.06725 -1.18879 -0.32885  0.079
H 3.98208 0.34540 0.56387  0.080
H 4.68395 0.32810 -0.93279  0.089
H 1.65054 -1.60506 -1.37340  0.105
H -0.05121 -0.83942 -2.97699  0.101
H -0.14142 1.48638 -3.64695  0.100
H 1.47639 3.15764 -2.53397  0.100
H 3.44771 2.20192 -1.32633  0.112
C -2.26760 -2.20826 -0.01417  -0.043
C -2.17137 -1.22429 1.16941  -0.268
C -0.85965 -0.91278 1.59806  -0.067
C -0.63816 -0.04914 2.64087  -0.082
C -1.71224 0.75489 3.03554  -0.108
C -2.99247 0.42119 2.67111  -0.103
C -3.25998 -0.60648 1.74632  -0.053
H -3.11727 -2.00175 -0.67051  0.074
H -2.36355 -3.21926 0.37314  0.075
H -1.34227 -2.12308 -0.58054  0.055
H -0.03467 -1.43730 1.11900  0.103
H 0.38452 0.07651 2.99247  0.104
H -1.64889 1.53086 3.79412  0.100
H -3.77207 0.81748 3.32749  0.104
H -4.20605 -0.71643 1.22733  0.108